(1)
This record from the Open Molecules 2025 dataset describes a cluster of 2 separate species, C4H6O2 in total in a non-equilibrium geometry. The level of theory is ωB97M-V/def2-TZVPD.

Geometry (Å):
C  2.57  0.76  -0.12
C  3.31  -0.22  0.03
C  -1.01  0.33  0.02
C  -2.38  -0.44  -0.03
H  1.38  1.29  -0.37
H  4.11  -0.97  0.47
H  0.93  0.06  0.11
H  -3.11  0.36  -0.44
H  -2.17  -1.41  -0.80
H  -2.76  -0.73  1.12
O  -0.94  1.58  0.07
O  0.07  -0.59  -0.06

SMILES string	CC(=O)O.C#C
2S+1	1
max |F|	4.85	eV/Å
Kohn-Sham gap	0.419	Eh
highest occupied orbital energy	-0.3897	hartree

***

(2)
This record from the Open Molecules 2025 dataset describes a cluster of 2 separate species, C4H6O2 in total. The level of theory is ωB97M-V/def2-TZVPD.

Geometry (Å):
C  -1.82  -0.25  0.15
C  -0.56  -1.01  -0.12
C  1.54  1.26  0.16
C  2.13  0.20  -0.36
O  2.64  -0.73  -0.85
O  0.16  -1.45  0.75
H  -1.80  0.14  1.17
H  -2.67  -0.93  0.06
H  -1.98  0.56  -0.57
H  -0.30  -1.15  -1.19
H  1.85  2.24  -0.18
H  0.81  1.13  0.95

SMILES string	C=C=O.CC=O
2S+1	1
max |F|	0.94	eV/Å
Kohn-Sham gap	0.375	Eh
highest occupied orbital energy	-0.3408	hartree

***

(3)
This record from the Open Molecules 2025 dataset describes the molecule C4H6O2. The level of theory is ωB97M-V/def2-TZVPD.

Geometry (Å):
C  1.53  0.30  -0.48
C  0.28  0.42  0.61
O  -0.03  1.64  0.80
C  -0.60  -0.62  0.20
C  -2.02  -0.37  -0.11
O  -2.78  -1.26  -0.46
H  1.92  -0.71  -0.56
H  2.26  0.99  -0.07
H  1.15  0.66  -1.43
H  -0.24  -1.64  0.08
H  0.89  -0.09  1.42
H  -2.35  0.68  0.00

2S+1	1
max |F|	0.52	eV/Å
Kohn-Sham gap (alpha / beta)	0.239 / 0.239	Eh
highest occupied orbital energy (alpha / beta)	-0.3354 / -0.3350	hartree

***

Number 1: calculated total energy -8335.39947 eV. Number 2: calculated total energy -8338.67467 eV. Number 3: calculated total energy -8335.59546 eV.